Record 1
{"formula": "H12O6", "method": "ωB97M-V with the def2-TZVPD basis set", "homo_lumo_gap_ev": 11.47, "homo_energy_ev": -11.05, "e_above_lowest_ev": 0.732, "total_energy_ev": -12480.38184, "lumo_energy_ev": 0.42, "symbols": ["O", "H", "H", "O", "H", "H", "O", "H", "H", "O", "H", "H", "O", "H", "H", "O", "H", "H"], "xyz": [[-0.9417, 1.5378, 2.8415], [-0.9941, 1.2685, 3.7555], [-1.3064, 0.8004, 2.3483], [0.8033, -1.2916, -1.8783], [0.1013, -0.8347, -2.3649], [1.5579, -0.6806, -1.8835], [1.2295, -2.2117, 0.5777], [0.9943, -3.1533, 0.5923], [0.8795, -1.8923, -0.2719], [-1.5395, -0.6264, 0.6285], [-0.8916, -1.3370, 0.7903], [-1.5292, -0.5418, -0.3471], [-0.9871, 1.0060, -1.9110], [-0.3728, 1.4069, -1.2762], [-1.2313, 1.6240, -2.5579], [1.2014, 1.5250, 0.0346], [1.0989, 1.2846, 0.9679], [1.9277, 2.1162, -0.0459]]}

---

Record 2
{"formula": "H12O6", "method": "ωB97M-V with the def2-TZVPD basis set", "homo_lumo_gap_ev": 9.95, "homo_energy_ev": -10.55, "e_above_lowest_ev": 3.249, "total_energy_ev": -12477.86524, "lumo_energy_ev": -0.60, "symbols": ["O", "H", "H", "O", "H", "H", "O", "H", "H", "O", "H", "H", "O", "H", "H", "O", "H", "H"], "xyz": [[-72.6980, 19.2026, 23.7816], [-73.1341, 19.9942, 23.4913], [-72.2141, 19.1790, 22.8791], [-71.5299, 22.5762, 20.5329], [-71.1574, 22.7970, 19.7276], [-71.8691, 21.6048, 20.3205], [-72.2132, 16.7064, 20.0402], [-72.0388, 16.5011, 19.0960], [-73.0489, 16.9901, 19.8846], [-73.9081, 18.6331, 19.9433], [-74.5120, 18.3818, 20.6321], [-74.6046, 18.3857, 19.3196], [-72.0072, 19.5795, 21.0037], [-71.2803, 18.9219, 20.9674], [-72.9261, 19.1756, 20.6017], [-69.7627, 17.3854, 21.0521], [-70.4135, 17.0161, 20.5789], [-69.7622, 17.0012, 21.9022]]}

---

Record 3
{"formula": "H12O6", "method": "ωB97M-V with the def2-TZVPD basis set", "homo_lumo_gap_ev": 11.90, "homo_energy_ev": -11.51, "e_above_lowest_ev": 1.229, "total_energy_ev": -12479.88426, "lumo_energy_ev": 0.40, "symbols": ["O", "H", "H", "O", "H", "H", "O", "H", "H", "O", "H", "H", "O", "H", "H", "O", "H", "H"], "xyz": [[-2.0851, -0.2903, -1.2031], [-2.8775, -0.6800, -1.5615], [-1.5120, -0.8857, -0.7083], [-1.0444, -2.1469, 0.6585], [-1.3103, -3.0746, 0.6317], [-0.1506, -1.8350, 0.4898], [1.4940, 0.4368, -0.9136], [0.8451, 1.1525, -1.0187], [2.3081, 0.7445, -1.3180], [2.0658, -2.1514, 0.1904], [1.8903, -2.2889, -0.7458], [2.1083, -1.1898, 0.2982], [-0.3680, 2.2237, -1.2057], [-0.4422, 2.5590, -0.3081], [-0.8806, 1.4131, -1.2044], [-0.0360, 2.3837, 2.5191], [-0.2865, 1.5918, 2.0363], [0.2816, 2.0375, 3.3634]]}

---

Record 4
{"formula": "H12O6", "method": "ωB97M-V with the def2-TZVPD basis set", "homo_lumo_gap_ev": 9.16, "homo_energy_ev": -10.39, "e_above_lowest_ev": 10.945, "total_energy_ev": -12470.16867, "lumo_energy_ev": -1.23, "symbols": ["H", "H", "H", "H", "H", "H", "H", "H", "H", "H", "H", "H", "O", "O", "O", "O", "O", "O"], "xyz": [[-4.6587, -1.3503, -0.0884], [-1.9739, -0.9299, 0.4292], [2.4481, -1.2336, -0.1599], [2.9581, -2.6582, 0.2625], [-2.9002, 2.0472, -0.5206], [-2.1622, 1.0664, 0.6862], [1.7945, 1.0490, 0.2522], [3.2293, 1.3036, -0.4208], [1.2415, 3.6646, 0.2313], [0.1299, 2.2399, -0.1243], [-1.1068, -2.9847, -0.5163], [0.5636, -2.2872, 0.2304], [-3.2068, -0.6758, -0.1348], [2.1384, -2.1453, -0.1703], [-1.7899, 1.9005, 0.1012], [2.6459, 0.6340, 0.1566], [1.1252, 2.5455, -0.2623], [-0.4760, -2.1854, 0.0482]]}

---

Record 5
{"formula": "H12O6", "method": "ωB97M-V with the def2-TZVPD basis set", "homo_lumo_gap_ev": 10.48, "homo_energy_ev": -10.63, "e_above_lowest_ev": 1.160, "total_energy_ev": -12479.95377, "lumo_energy_ev": -0.15, "symbols": ["O", "H", "H", "O", "H", "H", "O", "H", "H", "O", "H", "H", "O", "H", "H", "O", "H", "H"], "xyz": [[13.3841, -11.2287, -6.7767], [14.0851, -11.2595, -7.4326], [13.1169, -12.1526, -6.6668], [10.0931, -12.4116, -6.3627], [10.0704, -11.8234, -7.1219], [10.9728, -12.8102, -6.3961], [12.5865, -13.9961, -6.7328], [12.4408, -14.6518, -7.4321], [12.8716, -14.4849, -5.9507], [14.6783, -17.0240, -8.2788], [14.8065, -16.5279, -7.4654], [14.0589, -17.7245, -8.0552], [12.8958, -16.2780, -4.7743], [12.8370, -15.8474, -3.9146], [13.8314, -16.4815, -4.8755], [11.7196, -15.5884, -8.9412], [12.0491, -16.4678, -8.7347], [10.7612, -15.6735, -8.9610]]}

---

Record 6
{"formula": "H12O6", "method": "ωB97M-V with the def2-TZVPD basis set", "homo_lumo_gap_ev": 11.00, "homo_energy_ev": -10.94, "e_above_lowest_ev": 1.275, "total_energy_ev": -12479.83881, "lumo_energy_ev": 0.06, "symbols": ["O", "H", "H", "O", "H", "H", "O", "H", "H", "O", "H", "H", "O", "H", "H", "O", "H", "H"], "xyz": [[-2.0403, -1.0982, -0.7730], [-2.9964, -1.0288, -0.8087], [-1.8477, -2.0615, -0.7833], [-0.1824, 0.8006, -2.1690], [-0.2111, 1.6621, -1.7452], [-0.3634, 0.1783, -1.5053], [2.8004, 0.4838, -1.4577], [3.2426, 0.8099, -2.2303], [1.8911, 0.2874, -1.7552], [-2.0254, -1.7996, 2.8364], [-2.2489, -1.8962, 1.8781], [-2.6935, -1.1277, 3.2182], [2.4080, 0.8141, 1.3157], [3.1941, 0.3782, 1.5798], [2.5248, 1.1730, 0.4151], [-0.5411, 1.1494, 0.5580], [-1.0605, 0.4061, 0.2650], [0.1496, 0.8691, 1.1612]]}

---

Record 7
{"formula": "H12O6", "method": "ωB97M-V with the def2-TZVPD basis set", "homo_lumo_gap_ev": 11.36, "homo_energy_ev": -10.97, "e_above_lowest_ev": 1.037, "total_energy_ev": -12480.07660, "lumo_energy_ev": 0.39, "symbols": ["O", "H", "H", "O", "H", "H", "O", "H", "H", "O", "H", "H", "O", "H", "H", "O", "H", "H"], "xyz": [[0.5621, -1.2295, 0.8784], [0.9698, -1.7325, 1.6159], [1.2550, -1.0357, 0.1174], [2.1885, 1.6346, 0.4230], [1.2731, 1.2825, 0.4923], [2.0712, 2.4583, 0.0217], [-1.7963, -1.3515, -0.1915], [-1.3483, -1.7884, -0.8880], [-1.0109, -1.2619, 0.3933], [-0.4194, 1.1734, -0.3072], [-1.2724, 1.5613, -0.3076], [-0.5466, 0.2833, -0.6482], [-3.3440, 0.9059, -0.0487], [-3.5497, 0.8230, 0.8656], [-2.9272, 0.0528, -0.2116], [2.2544, -0.7453, -0.7668], [3.0990, -1.1975, -0.7672], [2.5417, 0.1671, -0.6709]]}

---

Record 8
{"formula": "H12O6", "method": "ωB97M-V with the def2-TZVPD basis set", "homo_lumo_gap_ev": 11.73, "homo_energy_ev": -11.39, "e_above_lowest_ev": 1.744, "total_energy_ev": -12479.36958, "lumo_energy_ev": 0.33, "symbols": ["O", "H", "H", "O", "H", "H", "O", "H", "H", "O", "H", "H", "O", "H", "H", "O", "H", "H"], "xyz": [[2.1720, 4.8022, 2.5663], [2.2103, 4.0998, 1.9172], [1.2373, 4.9243, 2.7328], [1.8511, -3.2308, -0.4824], [1.6618, -2.3055, -0.6380], [1.2369, -3.4891, 0.2048], [-1.4783, 0.9877, -0.0079], [-2.1502, 0.8813, -0.6812], [-0.9507, 1.7270, -0.3100], [-0.7339, -3.0935, 3.0413], [-1.0319, -2.2771, 2.6401], [-1.5322, -3.5009, 3.3776], [-3.1168, -3.7782, -2.3950], [-3.5727, -4.4745, -2.8678], [-2.2547, -4.1455, -2.1995], [1.9914, 4.0211, -2.0661], [2.0188, 4.9686, -1.9328], [2.4416, 3.8829, -2.8995]]}